1.
{"formula": "C17H42F6N6O9P", "method": "the ωB97M-V functional and the def2-TZVPD basis", "species": ["C", "H", "H", "H", "H", "O", "H", "H", "F", "N", "C", "N", "H", "C", "H", "H", "C", "H", "H", "H", "F", "O", "H", "C", "F", "O", "C", "H", "H", "H", "H", "H", "N", "N", "H", "C", "H", "H", "H", "H", "H", "H", "H", "H", "C", "F", "H", "H", "C", "H", "P", "H", "H", "C", "C", "F", "H", "O", "H", "O", "H", "H", "O", "H", "C", "H", "C", "O", "F", "H", "N", "C", "O", "H", "O", "C", "C", "H", "N", "H", "C"], "positions_angstrom": [[-4.64344, -7.47959, 3.63672], [-1.44941, -8.14445, 4.63642], [-5.35534, -8.12841, 3.12649], [5.74314, 11.20372, -4.57569], [-3.37833, -5.51245, 1.14354], [-0.35462, 8.44096, 1.85474], [-1.05391, -12.03839, 2.26052], [-3.95618, -9.79621, 2.51080], [1.92050, -0.73152, 2.01150], [4.38162, 7.29360, -4.25057], [3.30115, 7.24779, -3.02031], [-3.27106, -8.03606, 3.44615], [-2.63021, -5.33069, 2.77286], [3.57666, 6.89598, -5.53889], [6.49052, 6.70499, -4.28342], [-1.16643, 2.41700, 0.40262], [6.00537, 9.11633, -5.35798], [3.05930, 5.95419, -5.35588], [-3.81926, -9.91480, 4.25665], [-2.62289, -11.45559, 1.37458], [1.90070, 1.16828, 3.29527], [-6.95631, 3.50272, 1.05195], [-4.93721, -7.62366, 4.67645], [6.48966, 10.53999, -5.01188], [3.68974, -0.29609, 3.39552], [-4.60897, 2.30019, -5.11401], [-3.29603, -5.92647, 2.14849], [-2.30734, 1.34448, -0.00009], [-0.86633, 1.53149, -0.87540], [-4.80525, -5.28736, 3.42898], [4.16760, 6.79276, -6.44897], [-2.83241, -7.89848, 5.64986], [-3.56277, 2.43603, -4.52715], [-7.02540, 2.44648, 0.54557], [-3.16118, -13.50334, 2.55250], [-1.97733, -10.27279, 2.97410], [7.36851, 10.46271, -4.37176], [6.73342, 8.30840, -5.43076], [-1.24247, -10.46041, 3.75697], [-0.94289, 0.74463, 0.60946], [-1.67059, -7.27012, 2.09395], [3.13556, 8.25359, -2.63421], [-1.46874, -9.60579, 2.27801], [6.19012, 7.12247, -1.89116], [-3.30032, -9.58701, 3.35590], [0.39820, -0.57745, 3.66237], [-5.46067, -6.17390, 2.11391], [5.15776, 5.48509, -4.22212], [4.04948, 6.51763, -1.83491], [2.78725, 7.62202, -5.73334], [2.06847, -0.44185, 3.61895], [3.68042, 5.49901, -1.71541], [-3.05994, -7.82903, 1.25477], [-2.86780, -12.62802, 3.13202], [5.54547, 6.42122, -3.82033], [2.17160, -0.03219, 5.22062], [6.86723, 11.04086, -5.90332], [-6.11841, 1.74683, 0.28709], [-3.82128, -12.29127, 3.53891], [-2.38827, 7.81626, 1.49621], [5.27395, 8.91251, -3.22370], [-2.26051, -13.03567, 3.94018], [-0.82377, 6.44837, 1.30228], [5.49050, 9.19254, -6.31568], [5.47200, 6.39890, -2.27697], [-2.32029, -6.55546, 4.59240], [4.95516, 8.73810, -4.25134], [-8.08425, 2.01746, 0.13435], [2.21923, -2.07404, 3.95561], [5.81467, 5.40276, -1.99702], [-1.30814, 1.48828, 0.03181], [-2.08118, -11.67553, 2.29451], [-3.36805, 3.42212, -3.88530], [4.04805, 9.31617, -4.42769], [-2.85220, 1.46724, -4.40374], [-4.63430, -6.17826, 2.82468], [-2.75816, -7.30135, 2.15953], [2.34614, 6.83208, -3.34163], [-1.17150, 7.59393, 1.49007], [3.95577, 7.12354, -0.93369], [-2.41377, -7.63809, 4.67773]], "multiplicity": 1, "e_homo_ha": -0.101, "e_tot_ev": -71259.151, "max_force_ev_per_a": 7.87, "charge": -1}

***

2.
{"formula": "C24H21N3O7RhS", "method": "the ωB97M-V functional and the def2-TZVPD basis", "species": ["C", "O", "O", "H", "C", "H", "H", "H", "S", "Rh", "C", "C", "C", "O", "H", "C", "C", "H", "C", "H", "C", "H", "C", "O", "N", "C", "C", "H", "H", "C", "C", "C", "C", "H", "C", "O", "H", "H", "H", "O", "H", "C", "H", "C", "C", "H", "H", "H", "C", "C", "H", "C", "N", "O", "H", "C", "N"], "positions_angstrom": [[-2.20251, 5.02039, -2.16275], [-1.51201, 0.88180, -1.61617], [1.18605, 0.45478, -0.14999], [-1.12441, -1.04443, -3.18608], [-1.31506, -1.74581, 3.98410], [7.13211, -0.62973, -0.72132], [-2.26269, -1.45755, 3.52551], [-2.21619, -2.68330, -4.71264], [-0.12727, -1.78533, 2.61556], [-0.70677, -0.59024, -0.33746], [-1.75901, 1.64559, -0.62904], [1.81373, -0.60643, -0.42590], [-2.21706, -2.84106, -3.64428], [1.12740, -1.66299, -0.60806], [3.38620, -2.73798, -0.82356], [6.05338, -0.65260, -0.66538], [3.28579, -0.62368, -0.51297], [0.32239, 0.46515, 1.99099], [-2.81082, 3.71370, 0.22068], [-1.39697, -2.74398, 4.40809], [-3.16106, 5.04097, 0.05203], [-3.11072, 6.73665, -1.25784], [3.98511, 0.56754, -0.37866], [5.47780, 2.79191, -0.08649], [6.11514, 1.78771, -0.31230], [-0.38396, 0.49146, 4.07735], [-2.16445, 3.03999, -0.81213], [-3.28733, -4.98043, -1.24345], [-3.67207, 5.57208, 0.84355], [3.95874, -1.82586, -0.72000], [-2.18019, -3.17560, -0.92938], [-2.83420, -3.95226, -3.08268], [-2.81496, -4.12522, -1.70382], [0.08826, -1.08549, 5.47921], [-1.60787, -1.93306, -2.80434], [-1.03299, -1.75562, 1.35449], [-1.27180, 0.98174, 3.67569], [-1.36391, 3.14055, -2.79523], [-1.53415, -0.42907, 5.69118], [-1.61720, 1.12265, 0.51922], [-3.03268, 3.18970, 1.14093], [-2.85010, 5.69374, -1.13419], [5.86979, -2.76661, -0.95419], [-1.86761, 3.68670, -2.00952], [-3.50076, -4.91459, -3.92313], [0.18627, 1.22886, 4.63943], [1.50829, -0.14822, 3.15423], [-1.95799, 5.53649, -3.08110], [0.44476, -0.07804, 2.92696], [5.35944, 0.52503, -0.45818], [-2.12453, -3.25541, 0.14548], [5.34203, -1.83682, -0.79427], [-1.59101, -2.11021, -1.48085], [7.31737, 1.73016, -0.42507], [3.47335, 1.50589, -0.22064], [-0.78349, -0.69547, 4.94881], [-4.03760, -5.67816, -4.59043]], "multiplicity": 1, "e_homo_ha": -0.446, "e_tot_ev": -57865.780, "max_force_ev_per_a": 1.46, "charge": 1}